{"formula": "CH22F3O14S", "method": "wB97M-V/def2-TZVPD", "symbols": ["C", "F", "F", "F", "S", "O", "O", "O", "O", "H", "H", "O", "H", "H", "O", "H", "H", "O", "H", "H", "O", "H", "H", "O", "H", "H", "O", "H", "H", "O", "H", "H", "O", "H", "H", "O", "H", "H", "O", "H", "H"], "coordinates": [[1.041, -0.007, -0.163], [1.893, -1.011, -0.069], [1.515, 1.023, 0.525], [0.992, 0.379, -1.449], [-0.707, -0.601, 0.395], [-0.467, -1.095, 1.754], [-1.436, 0.660, 0.264], [-1.017, -1.654, -0.584], [-0.789, -3.157, 4.680], [-0.163, -2.833, 4.025], [-0.437, -4.008, 4.948], [-2.608, 3.267, -0.688], [-2.704, 2.516, -1.278], [-1.777, 3.103, -0.231], [2.035, -2.126, -2.942], [2.644, -1.959, -2.219], [2.582, -2.101, -3.730], [-0.247, -4.590, -0.761], [-0.352, -3.635, -0.840], [0.671, -4.710, -0.507], [-2.836, -2.623, -2.833], [-2.526, -2.291, -1.984], [-3.673, -3.048, -2.635], [1.298, 4.108, -2.105], [1.858, 3.834, -2.835], [0.949, 3.289, -1.746], [0.308, 3.486, 0.751], [0.139, 3.407, 1.694], [1.262, 3.438, 0.669], [-3.953, 0.891, 1.306], [-4.430, 0.986, 0.480], [-3.039, 1.121, 1.084], [-0.562, 1.894, -3.260], [-0.642, 1.346, -4.044], [0.097, 1.446, -2.722], [1.606, -1.497, 3.315], [2.444, -1.369, 2.867], [0.948, -1.100, 2.720], [3.148, 1.618, 3.021], [4.103, 1.592, 2.922], [2.831, 2.009, 2.204]], "gap_ev": 9.776, "e_tot_ev": -49049.85969, "homo_energy_ev": -7.6, "relative_energy_kj_mol": 111.2, "charge": -1}